Entry 1:
This record from OMol25 describes a molecular structure, C20H48InN2O8 at a distorted geometry. The level of theory is ωB97M-V with the def2-TZVPD basis set.

Properties
Net charge: -1
DFT total energy: -1692.07342 a.u.
E_LUMO: 2.20 eV
Relative energy (zero: lowest compared OMol25 entry of this formula, charge and spin): 500.79 kJ/mol
Molecular weight: 559.43 g/mol

Last column: Löwdin charge in e.
Positions of all 79 atoms, in Å:
C 3.89 3.72 -1.33  -0.108
C 3.11 2.53 -0.48  -0.248
O 2.56 1.55 -1.48  -0.233
C 1.18 1.24 -1.06  -0.237
C 0.50 -0.02 -1.86  -0.173
C -0.84 0.34 -2.73  -0.221
C -2.26 0.03 -1.96  -0.302
C -2.36 0.61 -0.43  -0.307
In -4.16 1.98 -0.21  0.585
N -3.67 4.02 0.19  -0.247
O -5.38 1.97 -1.96  -0.372
C -4.73 2.91 -2.92  -0.324
N -3.90 3.47 -3.78  0.017
H 3.08 4.17 -2.07  0.092
H 4.29 4.58 -0.62  0.062
H 4.81 3.32 -1.93  0.081
H 2.20 2.96 0.14  0.123
H 3.92 2.04 0.22  0.122
H 1.24 0.93 0.09  0.123
H 0.49 2.21 -1.07  0.137
H 0.32 -0.94 -1.12  0.117
H 1.31 -0.42 -2.64  0.113
H -0.83 -0.36 -3.69  0.106
H -0.88 1.44 -3.14  0.117
H -3.10 0.61 -2.58  0.073
H -2.59 -1.11 -2.00  0.111
H -2.52 -0.33 0.28  0.040
H -1.42 1.20 -0.06  0.024
H -5.21 1.31 1.13  -0.100
H -4.55 4.49 0.56  -0.057
H -3.47 4.55 -0.72  -0.053
C 0.80 -6.34 1.91  -0.114
O 1.97 -6.01 1.17  -0.201
C 1.67 -5.53 -0.14  -0.195
C 1.75 -4.01 -0.22  -0.195
O 0.74 -3.39 0.58  -0.201
C 1.23 -2.92 1.82  -0.109
H 1.08 -6.46 2.96  0.087
H 0.04 -5.57 1.84  0.084
H 0.40 -7.29 1.55  0.084
H 0.68 -5.89 -0.46  0.126
H 2.41 -5.96 -0.82  0.119
H 1.59 -3.70 -1.25  0.123
H 2.75 -3.66 0.08  0.125
H 1.82 -2.01 1.67  0.086
H 1.85 -3.67 2.33  0.080
H 0.38 -2.69 2.47  0.092
C -7.78 -4.36 -1.87  -0.119
O -8.10 -3.31 -0.96  -0.199
C -7.09 -3.11 0.02  -0.195
C -6.20 -1.91 -0.32  -0.193
O -5.43 -2.16 -1.50  -0.204
C -5.99 -1.52 -2.65  -0.103
H -8.46 -4.29 -2.72  0.086
H -6.75 -4.29 -2.23  0.082
H -7.94 -5.33 -1.38  0.081
H -6.48 -4.03 0.15  0.122
H -7.59 -2.91 0.97  0.119
H -5.48 -1.76 0.50  0.120
H -6.79 -1.00 -0.42  0.126
H -5.78 -0.44 -2.60  0.071
H -7.06 -1.68 -2.72  0.083
H -5.51 -1.93 -3.54  0.089
C 8.59 4.26 2.68  -0.114
O 7.53 5.19 2.92  -0.198
C 6.52 5.12 1.91  -0.194
C 5.30 4.33 2.40  -0.190
O 5.62 2.95 2.60  -0.200
C 5.84 2.64 3.97  -0.112
H 9.19 4.19 3.59  0.088
H 8.21 3.27 2.43  0.083
H 9.23 4.63 1.87  0.085
H 6.91 4.69 0.98  0.125
H 6.21 6.15 1.70  0.123
H 4.52 4.36 1.64  0.100
H 4.89 4.77 3.32  0.127
H 4.88 2.59 4.50  0.088
H 6.49 3.36 4.46  0.082
H 6.31 1.65 4.03  0.089

Entry 2:
This record from OMol25 describes a molecular structure, C20H48O14V at a distorted geometry. The level of theory is ωB97M-V with the def2-TZVPD basis set.

Properties
Net charge: -3
DFT total energy: -2788.04305 a.u.
E_LUMO: 5.39 eV
Relative energy (zero: lowest compared OMol25 entry of this formula, charge and spin): 215.11 kJ/mol
Molecular weight: 563.53 g/mol

Last column: Löwdin charge in e.
Positions of all 83 atoms, in Å:
O -1.35 0.71 1.23  -0.383
V -1.75 -0.70 0.67  0.967
O -0.67 -1.01 -0.47  -0.443
C -4.64 0.09 -0.58  -0.903
O -5.25 0.21 0.50  -0.074
O -5.32 0.07 -1.69  -0.185
O -3.40 -0.39 -0.61  -0.176
C -3.21 -2.19 2.41  -1.014
O -2.44 -2.82 1.66  -0.138
O -4.43 -2.59 2.47  -0.134
O -3.06 -0.95 2.58  -0.135
C 0.35 3.50 0.20  -0.051
C 1.38 4.51 0.62  -0.466
C 2.76 3.86 1.08  -0.049
O 1.73 5.34 -0.48  -0.079
H -0.48 3.96 -0.34  0.091
H -0.05 2.89 1.01  0.067
H 0.83 2.87 -0.55  0.083
H 0.86 5.11 1.37  0.127
H 2.73 3.27 2.00  0.064
H 3.52 4.56 1.43  0.053
H 3.26 3.24 0.33  0.043
H 1.74 4.79 -1.26  0.082
C -2.37 1.27 -5.34  -0.085
C -1.89 0.35 -4.20  -0.484
C -0.93 1.00 -3.17  -0.043
O -3.04 -0.14 -3.56  -0.045
H -1.55 1.89 -5.72  0.056
H -3.16 1.96 -5.02  0.074
H -2.71 0.71 -6.21  0.059
H -1.37 -0.49 -4.69  0.121
H -1.23 2.05 -3.03  0.070
H 0.12 0.98 -3.47  0.052
H -1.04 0.57 -2.18  0.053
H -3.61 0.63 -3.46  0.062
C 1.96 -1.45 3.76  -0.067
C 1.62 -1.32 2.30  -0.429
C 2.10 -2.54 1.49  -0.055
O 0.17 -1.43 2.32  -0.109
H 1.62 -2.40 4.18  0.086
H 1.66 -0.54 4.28  0.082
H 3.06 -1.35 3.69  0.067
H 1.89 -0.35 1.88  0.130
H 3.13 -2.79 1.76  0.069
H 2.01 -2.33 0.43  0.045
H 1.55 -3.45 1.72  0.087
H 0.01 -2.33 2.63  0.076
C 0.18 -5.65 -2.54  -0.051
C 0.94 -5.19 -1.27  -0.485
C 2.10 -6.10 -0.95  -0.082
O 1.47 -3.89 -1.43  -0.063
H 0.61 -5.24 -3.46  0.070
H -0.79 -5.17 -2.41  0.083
H 0.04 -6.72 -2.68  0.062
H 0.23 -5.13 -0.45  0.147
H 2.88 -6.14 -1.72  0.074
H 1.90 -7.12 -0.64  0.067
H 2.55 -5.73 -0.02  0.066
H 0.96 -3.25 -0.92  0.064
C -4.22 3.99 2.96  -0.089
C -3.22 2.87 2.74  -0.514
C -1.91 3.06 3.54  -0.073
O -3.90 1.73 3.20  -0.043
H -4.67 4.01 3.95  0.066
H -5.03 3.71 2.28  0.080
H -3.94 5.01 2.67  0.058
H -3.07 2.82 1.65  0.132
H -2.21 2.85 4.57  0.067
H -1.38 4.00 3.37  0.052
H -1.19 2.24 3.52  0.059
H -3.31 0.98 3.02  0.057
C 4.23 0.04 0.07  -0.064
C 3.97 0.24 -1.41  -0.474
C 2.64 -0.47 -1.87  -0.026
O 3.84 1.61 -1.76  -0.058
H 3.62 0.69 0.70  0.071
H 5.29 0.13 0.34  0.068
H 3.93 -0.96 0.38  0.058
H 4.79 -0.31 -1.90  0.119
H 2.68 -1.54 -2.07  0.069
H 2.35 0.03 -2.80  0.065
H 1.88 -0.24 -1.13  0.074
H 4.70 1.98 -1.50  0.078

Entry 3:
This record from OMol25 describes 5 unconnected molecules or ions with the total composition C20H49FNO8S2. The level of theory is ωB97M-V with the def2-TZVPD basis set.

Properties
Net charge: +1
DFT total energy: -2343.94503 a.u.
E_LUMO: -4.44 eV
Molecular weight: 514.74 g/mol

Last column: Löwdin charge in e.
Positions of all 81 atoms, in Å:
C 6.19 -1.46 3.74  0.037
C 4.91 -1.84 4.42  -0.481
O 4.67 -2.84 5.02  0.168
O 3.90 -0.87 4.34  -0.060
C 3.35 -0.64 3.05  -0.167
C 2.00 -0.03 3.33  -0.145
N 1.08 -1.11 3.89  -0.424
S 0.36 -0.67 5.50  0.947
S -0.19 -1.66 2.75  0.617
O 0.27 -1.31 1.47  -0.162
O -0.53 -2.94 3.19  -0.152
F -1.26 -0.66 3.20  -0.095
H 6.94 -2.22 3.91  0.102
H 6.52 -0.48 4.08  0.104
H 6.03 -1.40 2.66  0.090
H 3.94 0.03 2.43  0.150
H 3.24 -1.60 2.53  0.151
H 2.06 0.76 4.06  0.125
H 1.56 0.38 2.42  0.099
H 1.64 -1.96 4.08  0.127
H 1.58 -0.40 5.99  -0.076
C 0.42 1.56 -0.06  -0.079
C 0.69 2.78 -0.92  -0.265
O 2.03 2.89 -1.36  -0.153
C 2.50 1.84 -2.18  -0.280
C 1.72 1.65 -3.47  -0.071
H 1.09 1.56 0.80  0.056
H -0.61 1.56 0.28  0.076
H 0.59 0.63 -0.61  0.067
H 0.51 3.68 -0.33  0.125
H -0.01 2.81 -1.76  0.106
H 2.54 0.90 -1.62  0.102
H 3.53 2.11 -2.41  0.120
H 0.68 1.36 -3.28  0.059
H 2.18 0.87 -4.07  0.080
H 1.71 2.57 -4.05  0.087
C -4.13 1.29 -3.81  -0.071
C -3.04 1.54 -2.79  -0.293
O -3.45 2.31 -1.67  -0.164
C -4.50 1.75 -0.90  -0.269
C -4.16 0.41 -0.27  -0.072
H -4.55 2.23 -4.18  0.085
H -3.72 0.74 -4.66  0.079
H -4.95 0.70 -3.40  0.067
H -2.24 2.12 -3.25  0.111
H -2.60 0.60 -2.46  0.103
H -5.42 1.67 -1.48  0.092
H -4.69 2.48 -0.11  0.122
H -3.98 -0.36 -1.02  0.068
H -5.00 0.08 0.35  0.075
H -3.27 0.49 0.36  0.061
C 7.33 -5.17 -0.52  -0.074
C 6.77 -3.90 0.10  -0.290
O 7.68 -3.23 0.96  -0.183
C 8.90 -2.80 0.38  -0.274
C 8.73 -1.82 -0.77  -0.077
H 7.65 -5.87 0.25  0.085
H 6.56 -5.65 -1.13  0.080
H 8.18 -4.97 -1.17  0.070
H 5.92 -4.15 0.73  0.112
H 6.41 -3.22 -0.68  0.106
H 9.49 -3.67 0.06  0.110
H 9.44 -2.33 1.19  0.118
H 8.20 -2.27 -1.62  0.068
H 9.71 -1.50 -1.13  0.081
H 8.17 -0.94 -0.45  0.078
C -9.15 3.16 -2.52  -0.074
C -8.64 1.73 -2.40  -0.276
O -7.95 1.46 -1.19  -0.185
C -8.69 1.64 0.01  -0.281
C -9.93 0.77 0.11  -0.077
H -8.32 3.87 -2.42  0.082
H -9.61 3.30 -3.49  0.079
H -9.89 3.40 -1.75  0.068
H -7.91 1.53 -3.18  0.113
H -9.46 1.02 -2.54  0.109
H -8.95 2.69 0.14  0.109
H -7.99 1.38 0.81  0.114
H -10.66 1.00 -0.66  0.068
H -10.40 0.92 1.08  0.078
H -9.66 -0.29 0.02  0.082

Q: Which formula does entry 2 have?
A: C20H48O14V